Record 1
This record from OMol25 describes a 11-piece molecular cluster, C44H80F6O22 overall at a distorted geometry. The level of theory is ωB97M-V/def2-TZVPD.

Frontier orbital gap ... 0.329 Ha
Electronic energy ... -3978.87456 Ha
Highest occupied orbital energy ... -9.10 eV
SMILES string ... CCOC(=O)C(F)(F)F.CCOC(=O)C(F)(F)F.O=C1CCCO1.O=C1CCCO1.O=C1CCCO1.O=C1CCCO1.O=C1CCCO1.COCCOC.COCCOC.COCCOC.COCCOC

XYZ file:
```
152
Properties=species:S:1:pos:R:3:lowdin_charge:R:1
C 11.247 -10.171 7.124 -0.06
C 11.604 -8.740 7.504 -0.16
O 13.014 -8.576 7.230 0.05
C 13.416 -7.516 6.604 -0.42
O 12.781 -6.522 6.368 0.15
C 14.835 -7.579 6.001 -0.57
F 15.346 -8.815 6.031 0.16
F 14.818 -7.191 4.744 0.19
F 15.634 -6.790 6.720 0.17
H 11.170 -10.371 6.059 0.08
H 10.330 -10.457 7.642 0.07
H 12.005 -10.825 7.557 0.06
H 11.347 -8.529 8.537 0.13
H 11.032 -8.114 6.821 0.12
C 10.810 -9.567 12.951 -0.06
C 10.121 -8.882 14.116 -0.19
O 10.723 -9.274 15.335 0.02
C 10.270 -8.716 16.457 -0.40
O 9.332 -8.004 16.583 0.20
C 11.047 -9.336 17.636 -0.54
F 12.365 -9.185 17.506 0.17
F 10.630 -8.820 18.790 0.18
F 10.780 -10.660 17.678 0.15
H 10.343 -9.379 11.974 0.08
H 10.701 -10.653 12.876 0.05
H 11.822 -9.220 12.746 0.09
H 9.058 -9.128 14.183 0.13
H 10.213 -7.810 13.929 0.14
O 15.282 -16.854 8.595 0.10
C 15.347 -15.840 9.234 -0.49
C 14.222 -14.838 9.541 -0.08
C 14.818 -14.144 10.727 -0.17
C 16.285 -14.043 10.376 -0.11
O 16.500 -15.341 9.719 0.03
H 14.157 -14.246 8.624 0.14
H 13.291 -15.385 9.653 0.09
H 14.405 -13.139 10.824 0.11
H 14.778 -14.758 11.625 0.11
H 16.656 -13.282 9.694 0.12
H 16.785 -13.977 11.341 0.11
O 10.051 -15.640 13.745 0.10
C 9.133 -16.411 13.702 -0.48
C 7.702 -16.117 13.197 -0.07
C 7.126 -17.535 13.160 -0.14
C 7.804 -18.045 14.419 -0.17
O 9.163 -17.644 14.266 0.02
H 7.296 -15.357 13.865 0.14
H 7.770 -15.634 12.222 0.10
H 6.044 -17.606 13.278 0.12
H 7.424 -18.074 12.264 0.11
H 7.322 -17.600 15.295 0.13
H 7.765 -19.128 14.538 0.13
O 16.102 -12.563 13.313 0.12
C 15.096 -12.630 13.960 -0.47
C 14.425 -11.477 14.734 -0.04
C 13.009 -12.038 14.906 -0.15
C 13.214 -13.523 14.894 -0.13
O 14.388 -13.761 14.052 0.01
H 14.952 -11.321 15.677 0.13
H 14.401 -10.501 14.255 0.12
H 12.558 -11.570 15.780 0.10
H 12.369 -11.779 14.060 0.09
H 13.433 -13.929 15.887 0.13
H 12.494 -14.240 14.497 0.11
O 5.710 -15.486 9.952 0.10
C 6.181 -14.886 9.016 -0.49
C 5.431 -14.104 7.964 -0.06
C 6.486 -13.705 6.945 -0.13
C 7.832 -13.989 7.674 -0.11
O 7.485 -14.778 8.830 0.00
H 4.764 -14.765 7.411 0.13
H 4.978 -13.196 8.356 0.11
H 6.439 -14.254 6.007 0.11
H 6.450 -12.643 6.703 0.10
H 8.565 -14.521 7.074 0.13
H 8.234 -13.056 8.073 0.11
O 12.449 -12.142 9.477 0.13
C 11.481 -12.396 10.113 -0.43
C 11.258 -13.380 11.284 -0.03
C 9.790 -13.146 11.628 -0.14
C 9.200 -12.097 10.703 -0.14
O 10.342 -11.645 9.949 -0.01
H 11.450 -14.384 10.911 0.10
H 12.019 -13.075 12.001 0.11
H 9.192 -14.057 11.616 0.09
H 9.717 -12.837 12.672 0.11
H 8.434 -12.411 10.000 0.10
H 8.850 -11.295 11.353 0.11
C 5.182 -9.123 7.263 -0.09
O 5.595 -10.160 8.137 -0.18
C 5.829 -9.828 9.474 -0.21
C 4.901 -10.419 10.524 -0.19
O 4.665 -11.777 10.135 -0.23
C 3.724 -12.412 11.013 -0.08
H 5.351 -9.491 6.256 0.09
H 5.778 -8.239 7.509 0.09
H 4.137 -8.814 7.353 0.09
H 5.739 -8.743 9.612 0.12
H 6.841 -10.116 9.761 0.11
H 3.920 -9.955 10.665 0.12
H 5.368 -10.377 11.515 0.12
H 2.715 -12.101 10.726 0.09
H 3.957 -12.121 12.037 0.09
H 3.805 -13.480 10.820 0.08
C 10.324 -19.255 11.382 -0.09
O 10.493 -18.465 10.224 -0.18
C 10.358 -17.063 10.458 -0.17
C 10.233 -16.272 9.196 -0.19
O 11.406 -15.895 8.512 -0.21
C 12.014 -16.790 7.615 -0.09
H 11.104 -19.066 12.124 0.07
H 10.401 -20.283 11.042 0.10
H 9.375 -19.032 11.882 0.07
H 11.099 -16.720 11.191 0.11
H 9.410 -17.024 11.021 0.11
H 9.701 -15.336 9.359 0.10
H 9.643 -16.829 8.452 0.14
H 11.283 -17.190 6.896 0.09
H 12.328 -17.701 8.135 0.09
H 12.836 -16.338 7.074 0.09
C 15.678 -9.861 9.720 -0.09
O 16.475 -10.698 10.554 -0.22
C 17.875 -10.494 10.475 -0.19
C 18.464 -11.118 11.748 -0.22
O 19.754 -10.572 11.865 -0.19
C 20.492 -11.163 12.927 -0.10
H 16.229 -9.292 8.967 0.08
H 15.351 -9.077 10.419 0.09
H 14.813 -10.360 9.292 0.08
H 18.033 -9.408 10.469 0.12
H 18.350 -10.921 9.586 0.13
H 18.479 -12.202 11.574 0.12
H 17.842 -10.924 12.624 0.11
H 21.532 -10.855 12.946 0.08
H 20.350 -12.243 12.824 0.09
H 20.039 -10.880 13.885 0.09
C 13.472 -16.924 13.253 -0.12
O 14.469 -17.784 12.766 -0.16
C 14.114 -18.377 11.529 -0.20
C 15.321 -19.097 10.944 -0.21
O 15.783 -20.278 11.542 -0.16
C 16.390 -20.141 12.790 -0.13
H 13.002 -16.224 12.545 0.07
H 13.951 -16.261 13.975 0.08
H 12.616 -17.443 13.702 0.09
H 13.752 -17.750 10.706 0.11
H 13.318 -19.107 11.713 0.12
H 16.122 -18.345 10.925 0.13
H 15.072 -19.309 9.905 0.13
H 16.999 -21.032 12.985 0.08
H 15.720 -20.123 13.655 0.08
H 17.117 -19.325 12.843 0.09
```



Record 2
This record from OMol25 describes C36H45N5O4PS2Ti as an isolated structure. The level of theory is ωB97M-V/def2-TZVPD.

Frontier orbital gap ... 0.282 Ha
Net charge ... +1
Electronic energy ... -3960.74969 Ha
Highest occupied orbital energy ... -10.31 eV

XYZ file:
```
94
Properties=species:S:1:pos:R:3:lowdin_charge:R:1
Ti 1.160 0.696 0.578 0.82
O 1.395 -1.757 3.646 -0.27
S 0.671 -0.871 2.788 0.51
O 0.740 -1.219 1.323 -0.41
O 1.083 0.549 2.834 -0.41
C -1.034 -0.937 3.217 -0.27
C -1.407 -1.702 4.311 -0.03
C -2.744 -1.751 4.676 -0.04
C -3.686 -1.038 3.950 -0.04
C -3.299 -0.275 2.857 -0.05
C -1.966 -0.213 2.470 -0.31
P -1.486 0.781 1.003 1.11
C -2.374 -0.056 -0.338 -0.34
C -2.593 -1.432 -0.289 -0.07
C -3.200 -2.078 -1.357 -0.08
C -3.587 -1.359 -2.477 -0.06
C -3.356 0.008 -2.538 -0.06
C -2.743 0.656 -1.478 -0.10
C -2.324 2.362 1.301 -0.36
C -3.611 2.653 0.859 -0.09
C -4.182 3.884 1.150 -0.06
C -3.478 4.824 1.889 -0.06
C -2.199 4.535 2.345 -0.06
C -1.624 3.310 2.048 -0.10
H -0.653 -2.240 4.867 0.12
H -3.047 -2.343 5.529 0.12
H -4.730 -1.073 4.234 0.12
H -4.044 0.277 2.298 0.11
H -2.297 -2.003 0.582 0.11
H -3.374 -3.145 -1.308 0.11
H -4.065 -1.864 -3.307 0.11
H -3.642 0.571 -3.416 0.11
H -2.562 1.720 -1.539 0.09
H -4.165 1.926 0.278 0.11
H -5.181 4.107 0.799 0.11
H -3.927 5.782 2.111 0.11
H -1.654 5.263 2.931 0.11
H -0.630 3.075 2.417 0.09
N 3.319 0.266 0.647 -0.03
C 4.160 1.472 0.828 -0.19
C 3.372 2.720 0.472 -0.20
N 2.035 2.637 1.114 -0.02
H 3.540 -0.437 1.355 0.02
H 3.532 -0.210 -0.228 0.06
H 5.062 1.422 0.218 0.13
H 4.468 1.509 1.870 0.08
H 3.214 2.778 -0.600 0.09
H 3.911 3.614 0.789 0.13
H 1.472 3.446 0.864 0.10
H 2.141 2.644 2.128 0.10
O 3.707 0.437 5.418 0.08
C 3.862 0.700 4.338 0.03
C -0.498 3.681 -1.428 -0.06
C 0.134 3.245 -2.749 -0.36
C 1.623 3.586 -2.828 -0.05
C -0.067 1.789 -3.138 -0.15
C -0.626 1.540 -4.387 -0.04
C -0.753 0.256 -4.884 -0.07
C -0.291 -0.814 -4.136 -0.03
C 0.280 -0.621 -2.887 -0.14
C 0.897 -1.776 -2.129 -0.37
C 2.412 -1.762 -2.374 -0.05
C 0.321 -3.145 -2.481 -0.06
C 0.372 0.690 -2.370 -0.23
N 0.893 0.841 -1.081 -0.06
H -1.587 3.610 -1.459 0.07
H -0.251 4.725 -1.221 0.09
H -0.157 3.069 -0.595 0.02
H -0.364 3.830 -3.527 0.13
H 2.198 2.918 -2.188 0.04
H 1.811 4.618 -2.526 0.08
H 1.993 3.452 -3.844 0.09
H -0.959 2.381 -4.984 0.12
H -1.195 0.090 -5.859 0.11
H -0.377 -1.816 -4.534 0.11
H 0.717 -1.622 -1.063 0.10
H 2.619 -1.992 -3.422 0.09
H 2.924 -2.490 -1.744 0.04
H 2.831 -0.771 -2.179 0.06
H 0.586 -3.450 -3.495 0.08
H -0.766 -3.156 -2.391 0.07
H 0.733 -3.894 -1.801 0.07
S 4.328 -2.882 0.803 0.62
C 3.133 -4.038 0.979 -0.89
N 2.305 -4.186 2.022 0.03
C 1.286 -5.196 1.773 -0.13
C 1.902 -5.976 0.600 -0.13
N 2.842 -4.996 0.067 0.01
H 2.210 -3.454 2.709 0.09
H 0.335 -4.734 1.493 0.12
H 1.129 -5.826 2.646 0.12
H 1.160 -6.257 -0.144 0.11
H 2.418 -6.875 0.944 0.12
H 3.521 -5.212 -0.642 0.13
```



Q: What is the formula in the second record?
A: C36H45N5O4PS2Ti